The following is a quantum chemistry calculation of a molecular structure, C13H24N6O7PRb, from the OMol25 dataset.

The geometry in XYZ format:
```
52
Properties=species:S:1:pos:R:3:forces:R:3:lowdin_charge:R:1
Rb -0.6212 1.1468 -1.0578 -0.011 0.040 -0.062 0.860
N 1.2094 3.7617 -1.6160 0.043 0.026 -0.006 -0.033
C 1.6365 3.9197 -0.2150 0.037 -0.036 -0.020 -0.266
C 0.5151 4.5116 0.6177 -0.004 0.050 0.053 -0.235
N -0.6848 3.7027 0.4930 -0.046 -0.034 0.075 -0.141
C -1.7021 3.8838 1.5167 -0.018 -0.002 -0.025 -0.233
C -2.6267 2.6762 1.5570 -0.016 0.012 -0.028 -0.270
N -3.2124 2.4304 0.2278 -0.039 0.013 0.085 -0.038
H 1.9617 3.3444 -2.1528 -0.005 -0.016 0.004 0.071
H 1.0565 4.6768 -2.0288 -0.019 -0.011 -0.010 0.073
H 2.5275 4.5480 -0.1105 0.014 -0.009 0.002 0.113
H 1.8805 2.9313 0.1806 0.006 -0.010 -0.007 0.104
H 0.3512 5.5644 0.3361 -0.003 0.007 0.010 0.120
H 0.8290 4.5078 1.6630 0.001 0.013 0.004 0.122
H -1.0949 3.8530 -0.4196 -0.010 0.000 0.011 0.070
H -2.2931 4.8032 1.3758 0.004 -0.003 -0.008 0.120
H -1.2092 3.9778 2.4861 0.005 -0.024 0.001 0.120
H -3.3835 2.8249 2.3356 0.000 0.015 -0.003 0.111
H -2.0437 1.7955 1.8342 0.020 0.004 -0.028 0.107
H -3.8555 3.1806 -0.0045 0.013 0.001 -0.022 0.074
H -3.7725 1.5853 0.2539 0.014 -0.011 0.004 0.071
O 1.1659 -5.3485 3.9129 -0.028 0.023 0.036 0.066
N 2.0422 -4.5105 3.7950 0.063 -0.084 -0.113 -0.366
O 3.1323 -4.5764 4.3345 -0.024 0.027 0.047 0.068
C 1.7815 -3.3694 2.9377 0.080 0.064 0.042 -0.145
C 0.5713 -3.2712 2.2847 -0.064 0.016 -0.036 0.080
C 0.3179 -2.1726 1.4919 0.045 0.036 -0.069 -0.068
C 1.2806 -1.1212 1.2390 0.005 0.052 0.043 -0.327
O 1.1361 -0.2113 0.4100 0.036 -0.024 -0.067 -0.160
C 2.4946 -1.3029 2.0083 -0.008 0.081 -0.078 -0.062
C 2.7607 -2.3822 2.7929 -0.083 -0.117 0.028 0.083
N 3.5266 -0.2690 1.9055 0.009 -0.049 0.114 -0.350
O 3.1724 0.8909 1.9612 -0.007 0.017 -0.045 0.085
O 4.6833 -0.6374 1.8088 -0.004 0.010 -0.023 0.081
N -0.9723 -2.1169 0.8358 0.028 -0.059 0.170 -0.339
O -1.4783 -1.0200 0.6285 -0.040 -0.038 -0.088 -0.045
O -1.5173 -3.1671 0.5397 -0.004 0.048 0.000 0.065
H -0.1763 -4.0423 2.4003 0.010 -0.006 0.010 0.135
H 3.7094 -2.4785 3.3009 -0.001 0.015 -0.001 0.137
C -0.8867 -1.8465 -5.0136 -0.002 -0.025 -0.030 -0.317
P -0.9742 -1.6590 -3.1893 -0.013 -0.003 -0.012 0.740
C 0.3324 -2.8420 -2.6813 0.000 -0.031 0.011 -0.291
C -2.4618 -2.6690 -2.8338 -0.010 -0.033 0.014 -0.299
H -0.9370 -2.8976 -5.3067 0.003 0.002 -0.002 0.040
H 0.0429 -1.4208 -5.3929 0.005 0.005 0.016 0.033
H -1.7148 -1.3129 -5.4819 0.002 0.005 0.011 0.032
H 0.2119 -3.8041 -3.1845 0.004 -0.001 0.003 0.046
H 0.2800 -3.0075 -1.6044 0.006 0.007 0.001 0.022
H 1.3199 -2.4413 -2.9118 -0.006 0.016 -0.003 0.040
H -2.3905 -3.6548 -3.2994 -0.004 0.000 0.002 0.045
H -3.3569 -2.1685 -3.2056 0.015 0.019 -0.009 0.036
H -2.5638 -2.7954 -1.7553 0.000 0.004 -0.001 0.015
```
Positions in Å, forces in eV/Å.

Calculated values
Highest occupied orbital energy   -8.28 eV
LUMO energy   -0.321 eV
Charge   0
Total energy   -47081.0602 eV
Maximum force   0.0035 hartree/bohr
Frontier orbital gap   8.0 eV
Energy above the lowest of the compared OMol25 structures with the same formula, charge and spin   0.0 kJ/mol
Multiplicity   1